Run a
Entry from the OMol25 dataset: a cluster of 2 separate species, C4H4O4 in total (the ωB97M-V functional and the def2-TZVPD basis).

Bonds (Å) are listed after each position.
Cartesian coordinates (Å):
1 O 0.61034 -3.08656 -1.37295  C8 1.158
2 O -1.77966 -0.46462 0.53758  C6 1.204
3 O 1.81127 -1.16548 -1.18091  C8 1.199
4 O -1.59584 1.04039 -1.09575  C6 1.358, H11 0.971
5 C 0.44136 0.76440 0.25552  C6 1.696, C7 1.328, H9 1.079
6 C -1.06877 0.15211 -0.21406  O2 1.204, O4 1.358, C5 1.696
7 C 0.80417 0.65426 1.52824  C5 1.328, H10 1.081, H12 1.079
8 C 0.93737 -1.97836 -1.29419  O1 1.158, O3 1.199
9 H 0.62848 1.64782 -0.33586  C5 1.079
10 H 1.39419 1.44308 1.97354  C7 1.081
11 H -2.56106 1.07590 -0.99232  O4 0.971
12 H 0.37816 -0.08293 2.19115  C7 1.079

Calculated values
HOMO level in eV: -10.52
HOMO-LUMO gap in eV: 10.18
Charge: 0
Multiplicity: 1

***

Run b
Entry from the OMol25 dataset: an isolated molecule of C4H4O4 (the ωB97M-V functional and the def2-TZVPD basis).

Bonds (Å) are listed after each position.
Cartesian coordinates (Å):
1 O -0.49429 1.21088 -0.70351  C5 1.353, C7 1.368
2 O -1.87166 1.97614 0.81611  C5 1.173
3 O 1.19562 0.87872 -2.13699  C7 1.219
4 O -1.40097 -0.21834 0.78466  C5 1.342, C8 1.444
5 C -1.28996 1.05639 0.37924  O1 1.353, O2 1.173, O4 1.342
6 C 1.03413 -0.32271 0.07159  C7 1.512, C8 1.586, H10 1.063, H12 1.110
7 C 0.67375 0.60003 -1.07123  O1 1.368, O3 1.219, C6 1.512
8 C -0.30465 -1.09171 0.43558  O4 1.444, C6 1.586, H9 1.098, H11 1.119
9 H -0.16187 -1.85489 1.21204  C8 1.098
10 H 1.23653 0.34809 0.87161  C6 1.063
11 H -0.51710 -1.59173 -0.54226  C8 1.119
12 H 1.90047 -0.99087 -0.11684  C6 1.110

Calculated values
HOMO level in eV: -11.19
HOMO-LUMO gap in eV: 11.67
Charge: 0
Multiplicity: 1

***

Relative energies with respect to the most stable structure, expressed in kJ/mol: run a 123.9; run b 0.0.